1.
The following is a quantum chemistry calculation of a single C3H3ClN2S molecule, from OMol25.

Positions of all 10 atoms, in Å:
C (-0.748, 0.105, -2.043)
S (0.793, 0.337, -1.110)
N (0.184, -0.005, 0.351)
C (0.772, -0.021, 1.468)
Cl (2.477, 0.342, 1.726)
C (0.082, -0.344, 2.652)
N (-0.455, -0.603, 3.631)
H (-0.523, 0.300, -3.087)
H (-1.492, 0.805, -1.677)
H (-1.090, -0.916, -1.912)

Net charge: 0
E_tot in Ha: -1083.96675
Highest occupied orbital energy in eV: -9.318
E_LUMO in eV: -0.26
Orbital gap in eV: 9.059
Relative energy (zero: lowest compared OMol25 entry of this formula, charge and spin) in eV: 1.082


2.
The following is a quantum chemistry calculation of a single C6H12N2O2 molecule, from OMol25.

Positions of all 22 atoms, in Å:
C (-0.403, -2.093, 0.904)
C (-0.313, -1.235, -0.358)
C (1.076, -0.425, -0.440)
C (0.614, 0.845, -1.177)
C (-0.738, 1.245, -0.490)
C (-0.638, 2.078, 0.856)
N (-1.276, -0.127, -0.450)
N (-2.609, -0.222, -0.262)
O (-3.194, 0.837, -0.089)
O (-3.118, -1.356, -0.146)
H (-0.765, -3.116, 0.656)
H (-0.993, -1.748, 1.731)
H (0.562, -2.215, 1.220)
H (-0.479, -1.852, -1.255)
H (1.781, -1.068, -0.897)
H (1.467, -0.102, 0.501)
H (1.474, 1.555, -1.160)
H (0.422, 0.519, -2.180)
H (-1.351, 1.948, -1.249)
H (0.149, 1.576, 1.403)
H (-1.549, 2.109, 1.350)
H (-0.177, 2.988, 0.696)

Net charge: 0
E_tot in Ha: -495.66822
Highest occupied orbital energy in eV: -9.833
E_LUMO in eV: 0.79
Orbital gap in eV: 10.623
Relative energy (zero: lowest compared OMol25 entry of this formula, charge and spin) in eV: 4.607


3.
The following is a quantum chemistry calculation of a molecular structure, C4H16O6Y2, from OMol25.

Positions of all 28 atoms, in Å:
Y (5.667, 5.292, 17.966)
Y (8.336, 6.457, 20.438)
C (7.820, 2.111, 14.936)
C (6.802, 3.255, 15.196)
O (6.298, 3.542, 16.531)
H (7.622, 1.423, 14.114)
H (7.864, 1.433, 15.788)
H (8.860, 2.398, 14.779)
H (5.909, 2.934, 14.659)
H (7.248, 4.106, 14.682)
C (11.986, 6.553, 18.807)
C (10.810, 7.112, 17.992)
O (9.700, 7.386, 18.733)
H (12.848, 6.420, 18.153)
H (11.840, 5.584, 19.284)
H (12.220, 7.347, 19.516)
H (10.656, 6.400, 17.181)
H (10.976, 8.017, 17.408)
O (7.759, 4.824, 18.796)
H (8.458, 4.724, 18.120)
O (6.307, 6.908, 19.492)
H (5.974, 7.801, 19.707)
O (9.708, 4.611, 20.585)
H (9.929, 4.326, 21.472)
H (10.099, 3.947, 20.016)
O (7.667, 2.147, 18.646)
H (7.892, 2.995, 19.029)
H (7.408, 2.351, 17.747)

Net charge: +2
E_tot in Ha: -689.57892
Highest occupied orbital energy in eV: -15.119
E_LUMO in eV: -8.85
Orbital gap in eV: 6.264
Relative energy (zero: lowest compared OMol25 entry of this formula, charge and spin) in eV: 2.007


4.
The following is a quantum chemistry calculation of a single C19H18ClN3O2S molecule, from OMol25.

Positions of all 44 atoms, in Å:
C (2.832, 0.385, -6.821)
C (2.173, -0.382, -5.647)
O (1.013, -0.791, -5.756)
N (2.850, -0.788, -4.543)
C (2.314, -1.628, -3.496)
C (3.460, -2.557, -2.959)
C (1.610, -0.938, -2.394)
C (1.003, 0.298, -2.584)
C (0.155, 0.983, -1.510)
C (-0.833, 1.904, -1.836)
C (-1.604, 2.402, -0.849)
C (-1.338, 2.125, 0.458)
O (-2.301, 2.519, 1.431)
C (-2.271, 1.786, 2.675)
C (-1.976, 0.352, 2.751)
C (-2.041, -0.224, 4.063)
S (-1.612, -1.821, 4.583)
C (-2.073, -1.468, 6.208)
C (-2.125, -2.436, 7.349)
N (-2.524, -0.236, 6.302)
C (-2.463, 0.507, 5.139)
C (-2.881, 1.795, 5.040)
C (-2.766, 2.462, 3.856)
Cl (-3.191, 4.121, 4.015)
N (-0.267, 1.360, 0.735)
C (0.476, 0.775, -0.112)
H (3.757, -0.055, -6.977)
H (2.920, 1.487, -6.572)
H (2.341, 0.365, -7.712)
H (3.853, -0.476, -4.444)
H (1.685, -2.392, -4.016)
H (4.394, -2.143, -2.541)
H (3.022, -3.137, -2.105)
H (3.767, -3.141, -3.860)
H (1.413, -1.507, -1.581)
H (1.102, 0.814, -3.524)
H (-0.920, 2.279, -2.894)
H (-2.547, 2.920, -0.943)
H (-1.714, -0.218, 1.876)
H (-2.978, -1.951, 7.947)
H (-1.186, -2.331, 7.862)
H (-2.527, -3.425, 7.137)
H (-3.211, 2.320, 5.939)
H (1.213, 0.086, 0.312)

Net charge: 0
E_tot in Ha: -1907.87680
Highest occupied orbital energy in eV: -8.173
E_LUMO in eV: 0.38
Orbital gap in eV: 8.550
Relative energy (zero: lowest compared OMol25 entry of this formula, charge and spin) in eV: 3.735


Please write out number 1 again, unchanged.
The following is a quantum chemistry calculation of a single C3H3ClN2S molecule, from OMol25.

Positions of all 10 atoms, in Å:
C (-0.748, 0.105, -2.043)
S (0.793, 0.337, -1.110)
N (0.184, -0.005, 0.351)
C (0.772, -0.021, 1.468)
Cl (2.477, 0.342, 1.726)
C (0.082, -0.344, 2.652)
N (-0.455, -0.603, 3.631)
H (-0.523, 0.300, -3.087)
H (-1.492, 0.805, -1.677)
H (-1.090, -0.916, -1.912)

Net charge: 0
E_tot in Ha: -1083.96675
Highest occupied orbital energy in eV: -9.318
E_LUMO in eV: -0.26
Orbital gap in eV: 9.059
Relative energy (zero: lowest compared OMol25 entry of this formula, charge and spin) in eV: 1.082